C3H6OS | ωB97M-V/def2-TZVPD

Computed properties:
LUMO energy: 0.706 eV
Gap between HOMO and LUMO: 9.945 eV
Relative energy (zero: lowest compared OMol25 entry of this formula, charge and spin): 233.25 kJ/mol
SMILES: C=C[C@H](O)S

Geometry as ORCA input:
```
! RIJCOSX wB97M-V def2-TZVPD def2/J DEFGRID3
* xyz 0 1
C 1.26 1.03 -0.20
C 0.83 -0.20 -0.06
C -0.62 -0.49 0.34
O -1.05 -1.66 -0.27
S -1.79 0.95 -0.11
H 2.37 1.37 -0.56
H 0.63 1.93 -0.09
H 1.33 -1.20 -0.29
H -0.83 -0.77 1.62
H -0.50 -1.90 -1.09
H -2.46 1.05 1.13
*
```


C5H7LiNiO3 | ωB97M-V/def2-TZVPD

Computed properties:
LUMO energy (alpha / beta): -9.319 / -10.864 eV
Gap between HOMO and LUMO (alpha / beta): 7.425 / 5.879 eV
⟨S²⟩: 2.004
Relative energy (zero: lowest compared OMol25 entry of this formula, charge and spin): 6.60 kJ/mol

Geometry as ORCA input:
```
! RIJCOSX wB97M-V def2-TZVPD def2/J DEFGRID3
* xyz 2 3
C -3.56 1.74 0.45
C -4.27 1.27 -0.43
H -2.67 2.26 0.77
H -5.13 0.85 -0.92
H -1.48 0.98 -0.50
O -1.24 -0.77 1.12
Ni 1.31 1.46 -1.05
O -0.48 0.71 -0.39
C -0.31 -0.26 0.51
O 0.89 -0.73 0.64
C 2.10 -0.06 0.04
C 2.92 -1.15 -0.61
H 2.62 0.29 0.94
H 3.17 -1.97 0.09
H 3.86 -0.70 -0.96
H 2.41 -1.59 -1.49
Li -0.15 -2.32 1.80
*
```


CHO3S2 | ωB97M-V/def2-TZVPD

Computed properties:
LUMO energy: 3.872 eV
Gap between HOMO and LUMO: 8.119 eV
Relative energy (zero: lowest compared OMol25 entry of this formula, charge and spin): 173.78 kJ/mol

Geometry as ORCA input:
```
! RIJCOSX wB97M-V def2-TZVPD def2/J DEFGRID3
* xyz -1 1
C 0.29 -2.17 0.04
O 3.14 -0.18 -1.47
O 3.93 -0.70 0.80
O 3.05 1.49 0.32
S 0.80 -0.63 0.12
S 3.09 0.12 -0.10
H 1.16 -2.66 -0.20
*
```


C4H30N2O12 | ωB97M-V/def2-TZVPD

Computed properties:
LUMO energy: 0.285 eV
Gap between HOMO and LUMO: 10.291 eV
Relative energy (zero: lowest compared OMol25 entry of this formula, charge and spin): 0.00 kJ/mol
SMILES: O=CNCCNCO.O.O.O.O.O.O.O.O.O.O

Geometry as ORCA input:
```
! RIJCOSX wB97M-V def2-TZVPD def2/J DEFGRID3
* xyz 0 1
O 2.18 -1.82 2.17
C 2.72 -0.72 2.16
N 2.21 0.36 1.54
C 0.88 0.38 0.97
C 0.87 0.82 -0.50
N 1.01 2.28 -0.65
C 0.21 2.82 -1.73
O -1.14 3.01 -1.31
H 3.68 -0.57 2.68
H 2.67 1.25 1.64
H 0.44 -0.61 1.04
H 0.23 1.04 1.54
H -0.09 0.51 -0.91
H 1.65 0.30 -1.07
H 1.98 2.54 -0.78
H 0.62 3.79 -2.03
H 0.15 2.16 -2.59
H -1.12 3.43 -0.41
O -1.50 2.09 3.00
H -2.02 2.32 3.77
H -2.06 1.41 2.52
O -1.48 -1.39 -2.56
H -1.37 -2.04 -1.83
H -1.92 -0.64 -2.10
O 2.87 -2.18 -1.99
H 3.26 -1.47 -1.49
H 2.20 -1.75 -2.58
O -2.59 0.77 -1.11
H -2.04 1.60 -1.15
H -3.44 1.02 -1.49
O 0.96 -0.82 -3.48
H 0.97 -1.13 -4.39
H 0.04 -1.00 -3.12
O -1.74 -2.09 2.11
H -1.64 -2.49 1.22
H -0.86 -2.03 2.49
O -0.71 3.99 1.16
H 0.16 3.60 1.00
H -1.11 3.39 1.84
O -3.02 0.33 1.66
H -2.65 -0.56 1.83
H -2.86 0.48 0.70
O -1.15 -3.16 -0.42
H -1.51 -4.04 -0.60
H -0.17 -3.31 -0.25
O 1.43 -3.49 0.03
H 1.72 -2.91 0.77
H 1.95 -3.17 -0.75
*
```


CH10O5 | ωB97M-V/def2-TZVPD

Computed properties:
LUMO energy: 0.584 eV
Gap between HOMO and LUMO: 11.124 eV
Relative energy (zero: lowest compared OMol25 entry of this formula, charge and spin): 77.25 kJ/mol
SMILES: C=O.O.O.O.O

Geometry as ORCA input:
```
! RIJCOSX wB97M-V def2-TZVPD def2/J DEFGRID3
* xyz 0 1
C -2.38 -1.96 -1.63
O -1.96 -0.90 -1.98
H -3.15 -1.99 -0.77
H -2.16 -2.80 -2.31
O 0.40 0.64 -1.71
H -0.41 0.27 -1.42
H 0.18 0.81 -2.59
O 1.60 2.81 0.90
H 1.92 3.73 0.87
H 0.98 2.76 0.12
O -0.63 -1.04 1.88
H -1.05 -1.30 2.68
H 0.25 -0.90 2.25
O 2.13 -0.24 1.55
H 2.50 0.60 1.44
H 1.77 -0.50 0.71
*
```


C10H23BeF6N2O8P | ωB97M-V/def2-TZVPD

Computed properties:
LUMO energy: 4.267 eV
Gap between HOMO and LUMO: 5.308 eV
Relative energy (zero: lowest compared OMol25 entry of this formula, charge and spin): 0.00 kJ/mol

Geometry as ORCA input:
```
! RIJCOSX wB97M-V def2-TZVPD def2/J DEFGRID3
* xyz -2 1
Be 0.01 -0.76 0.08
C 0.73 -2.83 -1.40
O 1.16 -3.75 -2.15
O 0.24 -1.69 -1.84
O 0.81 -2.92 -0.12
P 3.97 -1.32 1.69
F 5.21 -1.72 2.67
F 5.00 -0.83 0.54
F 3.90 -2.80 1.05
F 2.74 -0.80 0.74
F 2.93 -1.90 2.81
F 3.96 0.14 2.41
O 1.50 0.77 4.00
C 0.35 0.59 3.28
O -0.61 1.36 3.46
O 0.34 -0.32 2.40
H 2.06 0.17 3.48
C 2.76 2.96 -1.11
C 1.77 1.95 -0.51
C 0.42 2.64 -0.26
O -0.40 1.75 0.50
C -1.72 2.18 0.66
N 1.58 0.80 -1.36
H 2.26 3.41 -1.98
H 3.62 2.46 -1.56
H 3.10 3.79 -0.50
H 2.20 1.62 0.44
H 0.01 2.77 -1.27
H 0.48 3.63 0.18
H -2.07 2.77 -0.19
H -1.89 2.69 1.61
H -2.31 1.27 0.80
H 2.42 0.27 -1.57
H 1.32 1.12 -2.29
C -3.37 -0.98 -2.88
C -2.87 -0.81 -1.44
C -2.90 -2.07 -0.61
O -2.14 -1.77 0.51
C -2.85 -1.37 1.66
N -1.49 -0.22 -1.49
H -4.31 -1.55 -2.92
H -2.68 -1.54 -3.50
H -3.59 0.00 -3.32
H -3.45 -0.01 -0.97
H -2.39 -2.89 -1.12
H -3.87 -2.56 -0.48
H -3.59 -0.58 1.47
H -2.24 -1.07 2.50
H -3.45 -2.21 2.04
H -0.98 -0.59 -2.29
H -1.65 0.73 -1.83
*
```


C4H5NO2 | ωB97M-V/def2-TZVPD

Computed properties:
LUMO energy: 0.612 eV
Gap between HOMO and LUMO: 10.447 eV
Relative energy (zero: lowest compared OMol25 entry of this formula, charge and spin): 188.45 kJ/mol
SMILES: O=CC1=NCCO1

Geometry as ORCA input:
```
! RIJCOSX wB97M-V def2-TZVPD def2/J DEFGRID3
* xyz 0 1
O -1.97 -2.14 1.15
C -1.63 -0.99 1.31
C -0.64 -0.32 0.39
N 0.51 -0.86 0.27
C 1.40 0.16 -0.31
C 0.39 0.91 -1.14
O -0.88 0.85 -0.22
H -1.95 -0.40 2.19
H 2.25 -0.33 -0.80
H 1.82 0.79 0.50
H 0.44 1.97 -1.26
H 0.24 0.36 -2.09
*
```


C25H45F3NdO3P2S | ωB97M-V/def2-TZVPD

Computed properties:
LUMO energy (alpha / beta): -4.825 / -4.684 eV
Gap between HOMO and LUMO (alpha / beta): 5.868 / 6.030 eV
⟨S²⟩: 3.760
Relative energy (zero: lowest compared OMol25 entry of this formula, charge and spin): 0.00 kJ/mol

Geometry as ORCA input:
```
! RIJCOSX wB97M-V def2-TZVPD def2/J DEFGRID3
* xyz 1 4
Nd 0.19 -0.94 0.07
C -0.33 -1.60 2.73
C 0.19 -2.78 2.10
C 1.92 -1.26 2.30
C 0.76 -0.69 2.90
C 1.57 -2.55 1.80
C -1.68 -1.41 3.33
H -2.43 -2.03 2.83
H -2.00 -0.36 3.26
H -1.68 -1.67 4.39
C 0.75 0.52 3.74
H -0.27 0.77 4.07
H 1.15 1.39 3.22
H 1.36 0.37 4.65
C 3.28 -0.66 2.26
H 3.88 -0.94 3.15
H 3.23 0.44 2.22
H 3.83 -0.99 1.37
C 2.48 -3.46 1.04
H 2.55 -4.46 1.51
H 3.49 -3.05 0.99
H 2.12 -3.61 0.01
C -0.54 -4.07 1.95
H -0.46 -4.69 2.86
H -0.13 -4.65 1.12
H -1.61 -3.89 1.78
C -1.63 0.21 -1.13
C -2.17 -0.69 -0.22
C -2.91 -1.95 -0.63
C -2.05 -3.17 -1.06
C -0.56 -2.94 -1.27
C -0.07 -2.03 -2.18
C -0.97 -1.28 -3.16
C -1.66 0.01 -2.63
H -3.62 -1.72 -1.44
H -2.49 -3.60 -1.97
H -3.54 -2.25 0.22
H -2.71 0.02 -3.00
H -1.48 1.25 -0.84
H -2.35 -0.35 0.81
H -1.19 0.88 -3.10
H -0.35 -1.00 -4.02
H 0.99 -2.06 -2.50
H -1.74 -1.95 -3.58
H -2.18 -3.97 -0.30
H 0.08 -3.77 -0.93
P -3.25 2.60 0.86
C -2.62 3.03 2.53
H -3.03 3.98 2.88
H -1.52 3.10 2.48
H -2.89 2.22 3.22
C -2.55 4.04 -0.03
H -2.97 4.99 0.34
H -2.78 3.94 -1.10
H -1.46 4.05 0.09
C -5.01 3.07 1.05
H -5.55 2.78 0.14
H -5.15 4.14 1.24
H -5.44 2.48 1.88
P 2.76 0.49 -3.16
C 3.95 -0.78 -3.71
H 4.12 -0.74 -4.79
H 3.54 -1.76 -3.43
H 4.89 -0.64 -3.16
C 1.92 0.89 -4.75
H 1.38 -0.01 -5.09
H 2.64 1.21 -5.52
H 1.18 1.68 -4.56
C 3.89 1.92 -2.96
H 4.46 2.11 -3.88
H 4.56 1.69 -2.13
H 3.30 2.80 -2.69
F 2.57 4.52 0.81
C 1.70 3.61 1.26
F 2.17 3.12 2.44
F 0.51 4.23 1.52
S 1.47 2.20 0.03
O 1.06 2.81 -1.21
O 2.73 1.47 0.04
O 0.37 1.38 0.66
*
```